{"formula": "C39H26Cl2F12I2N3O3SY", "method": "ωB97M-V/def2-TZVPD", "de_lowest_kcal_mol": 31.5, "homo_lumo_gap_ev": 5.5, "molar_mass_g_mol": 1258.32, "e_lumo_ev": 3.38, "charge": -2, "elements": ["I", "I", "Y", "Cl", "Cl", "S", "F", "F", "F", "F", "F", "F", "F", "F", "F", "F", "F", "F", "O", "O", "O", "N", "N", "N", "C", "C", "C", "C", "C", "C", "C", "C", "C", "C", "C", "C", "C", "C", "C", "C", "C", "C", "C", "C", "C", "C", "C", "C", "C", "C", "C", "C", "C", "C", "C", "C", "C", "C", "C", "C", "C", "C", "C", "H", "H", "H", "H", "H", "H", "H", "H", "H", "H", "H", "H", "H", "H", "H", "H", "H", "H", "H", "H", "H", "H", "H", "H", "H", "H"], "coordinates": [[7.145, -4.702, 0.390], [2.129, -4.347, 3.532], [-0.009, 0.210, 0.423], [0.882, 1.859, -2.471], [2.846, 5.092, 1.497], [1.922, 2.184, 0.685], [-3.786, -0.727, 2.135], [-2.984, 1.986, 1.807], [-4.335, 3.229, 0.677], [-1.255, 4.272, -1.213], [-0.931, -0.560, 5.055], [0.565, -1.626, 3.945], [-3.471, -1.829, 3.948], [-2.091, 3.023, -2.757], [-1.145, -2.675, 4.727], [-3.371, 4.297, -1.561], [-3.094, 0.303, 3.883], [-2.389, 3.981, 1.240], [1.705, -1.818, 1.397], [-0.804, -0.023, 2.363], [-1.133, 1.905, -0.213], [2.114, -0.806, -1.170], [-2.098, -0.624, 0.019], [-0.253, -1.018, -2.340], [2.822, -2.400, 1.241], [0.608, -1.972, -2.675], [1.472, 4.430, -2.717], [-0.772, -6.003, 1.472], [-1.464, -1.134, 2.785], [1.898, 5.681, -2.309], [-1.975, -3.015, -0.527], [-6.649, 1.158, -2.963], [-5.468, 0.681, -2.158], [-2.401, 2.288, -0.480], [3.774, -1.964, 0.252], [-4.465, 1.558, -1.763], [0.375, -2.842, -3.739], [-3.359, 1.192, -1.003], [-1.500, -2.264, 1.718], [1.867, 3.472, -0.479], [-2.286, 3.478, -1.501], [-1.155, -3.577, 2.025], [-4.282, -1.039, -0.956], [1.867, -2.061, -1.858], [-1.627, -4.306, -0.187], [-0.777, -2.687, -4.487], [-1.345, -0.848, -3.088], [-0.743, -1.522, 4.129], [-5.365, -0.627, -1.702], [-3.034, 2.873, 0.822], [4.968, -2.611, 0.017], [3.444, -0.745, -0.552], [-1.915, -1.955, 0.394], [3.275, -3.544, 1.979], [-3.201, -0.182, -0.630], [4.482, -4.185, 1.748], [2.296, 4.772, -0.127], [5.334, -3.725, 0.762], [-1.650, -1.656, -4.169], [2.314, 5.845, -0.998], [1.464, 3.371, -1.825], [-2.960, -0.826, 3.181], [-1.201, -4.610, 1.100], [-2.290, -2.800, -1.539], [1.123, 4.259, -3.726], [-4.581, 2.593, -2.050], [-2.004, -0.039, -2.796], [-7.115, 0.332, -3.504], [-6.352, 1.910, -3.697], [3.458, 0.149, 0.073], [-6.153, -1.341, -1.927], [2.697, -2.354, -2.521], [2.652, 6.806, -0.634], [1.097, -3.615, -3.967], [4.220, -0.625, -1.323], [1.764, -2.857, -1.115], [-2.556, -1.480, -4.734], [4.748, -5.046, 2.346], [2.056, -0.044, -1.836], [-1.076, -6.254, 2.489], [0.316, -6.104, 1.433], [-7.420, 1.611, -2.331], [1.897, 6.516, -2.998], [5.624, -2.235, -0.760], [-1.207, -6.740, 0.793], [-1.681, -5.089, -0.938], [-0.832, -3.819, 3.024], [-0.984, -3.352, -5.317], [-4.252, -2.058, -0.597]], "lowdin_charge": [0.741, 0.989, 1.405, 0.767, 0.615, 0.563, 0.159, 0.171, 0.129, 0.155, 0.143, 0.090, 0.123, 0.117, 0.092, 0.112, 0.150, 0.149, -0.117, -0.243, -0.299, -0.126, -0.051, 0.082, -0.463, -0.257, -0.149, -0.080, -0.327, -0.116, -0.039, -0.079, -0.298, -0.341, -0.172, -0.011, -0.029, -0.066, -0.056, -0.708, -0.534, -0.015, -0.031, -0.154, -0.049, -0.079, -0.125, -0.552, -0.069, -0.532, -0.144, -0.182, -0.258, -0.601, -0.251, -0.286, -0.682, -0.774, -0.060, -0.149, -0.631, -0.526, -0.276, 0.098, 0.095, 0.110, 0.107, 0.062, 0.067, 0.055, 0.100, 0.129, 0.088, 0.109, 0.117, 0.132, 0.102, 0.057, 0.013, 0.073, 0.046, 0.069, 0.090, 0.090, 0.065, 0.103, 0.063, 0.098, 0.099]}